1.
DFT (ωB97M-V with the def2-TZVPD basis set) results for C21H21CoNS4Te as an isolated structure.

Positions of all 49 atoms, in Å:
Co 0.0334 -0.3497 0.7691
S 0.5019 -0.9046 2.8962
C 1.9193 0.1344 2.9604
C 2.1976 0.8518 4.1266
C 3.2799 1.7112 4.1959
C 4.1225 1.8730 3.1043
C 3.8848 1.1501 1.9483
C 2.7890 0.3000 1.8730
S 2.5250 -0.6990 0.4178
C 2.4390 0.5021 -0.9587
C 1.2296 0.2768 -1.8263
C 1.2224 0.7193 -3.1400
C 0.0539 0.6229 -3.8758
C -1.0763 0.0828 -3.2808
C -0.9928 -0.3658 -1.9744
C -2.1736 -0.9724 -1.2785
S -2.3438 -0.4340 0.4625
C -2.7246 1.2946 0.2531
C -4.0541 1.6182 -0.0098
C -4.4380 2.9345 -0.1738
C -3.4796 3.9369 -0.0512
C -2.1660 3.6233 0.2337
C -1.7468 2.2919 0.3973
S -0.0826 1.9864 0.7979
N 0.1469 -0.2810 -1.2758
H 1.5258 0.7362 4.9664
H 3.4650 2.2636 5.1085
H 4.9636 2.5520 3.1572
H 4.5522 1.2369 1.0990
H 3.3520 0.4248 -1.5465
H 2.3775 1.4973 -0.5127
H 2.1156 1.1502 -3.5710
H 0.0187 0.9764 -4.8978
H -2.0109 0.0110 -3.8194
H -2.0596 -2.0572 -1.2026
H -3.0989 -0.7467 -1.8044
H -4.7864 0.8218 -0.0751
H -5.4711 3.1817 -0.3797
H -3.7667 4.9743 -0.1715
H -1.4259 4.4047 0.3451
C -0.0768 -4.1481 -1.7854
Te 0.3878 -3.5601 0.2392
C -0.1143 -5.4923 1.0507
H 0.6288 -4.9037 -2.1218
H 0.0125 -3.2668 -2.4198
H -1.0904 -4.5392 -1.8422
H -1.1125 -5.7952 0.7448
H -0.0723 -5.4061 2.1341
H 0.6194 -6.2195 0.7137

Results
multiplicity	2
<S²>	1.080
Kohn-Sham gap (spin up / spin down)	6.6207 / 6.9479	eV

***

2.
DFT (ωB97M-V with the def2-TZVPD basis set) results for one molecule with the formula C21H21F2N3O5.

Positions of all 52 atoms, in Å:
C -7.3078 -3.8668 0.0234
C -6.3008 -2.8873 -0.5591
H -6.8016 -2.1947 -1.2501
H -5.5197 -3.4295 -1.1104
O -5.7279 -2.1710 0.5165
C -4.7889 -1.2231 0.2508
C -4.3239 -0.8844 -1.0148
C -3.3621 0.0995 -1.1710
C -2.8479 0.7615 -0.0647
C -3.3129 0.4226 1.2063
C -4.2689 -0.5546 1.3620
H -4.6352 -0.8231 2.3400
H -2.9152 0.9332 2.0716
N -1.8776 1.7697 -0.1492
C -1.2317 2.2267 -1.2424
O -1.4029 1.8646 -2.3845
C -0.2107 3.3325 -0.8944
N 0.8920 2.8395 -0.0971
C 2.1640 2.6818 -0.5748
O 2.5481 2.9296 -1.6844
C 2.9996 2.1366 0.5954
N 2.0302 2.1598 1.6645
C 0.8075 2.5618 1.2695
O -0.1897 2.6743 1.9445
H 2.2520 1.9542 2.6232
C 4.1862 3.0567 0.8970
H 4.7645 3.2222 -0.0065
H 3.8268 4.0174 1.2599
H 4.8263 2.6057 1.6516
C 3.4557 0.7340 0.2314
C 4.3127 0.5603 -0.8498
C 4.7477 -0.7026 -1.2045
C 4.3178 -1.7994 -0.4751
C 3.4518 -1.6453 0.5935
C 3.0177 -0.3776 0.9386
H 2.3319 -0.2675 1.7643
H 3.1222 -2.5105 1.1469
O 4.7410 -3.0938 -0.8458
C 5.8615 -3.5264 -0.2685
F 5.7760 -3.5622 1.0886
F 6.9296 -2.7234 -0.5170
H 6.0958 -4.5394 -0.6288
H 5.4152 -0.8425 -2.0398
H 4.6238 1.4117 -1.4327
H 0.2125 3.7130 -1.8268
H -0.7149 4.1358 -0.3488
H -1.6014 2.1589 0.7505
H -3.0096 0.3530 -2.1566
H -4.7015 -1.3781 -1.8960
H -8.0771 -3.3269 0.5685
H -6.8096 -4.5458 0.7099
H -7.7704 -4.4404 -0.7746

Results
multiplicity	1
Kohn-Sham gap	8.3435	eV

***

3.
DFT (ωB97M-V with the def2-TZVPD basis set) results for C21H21F3NO5S2 as an isolated structure.

Positions of all 53 atoms, in Å:
O -1.0948 -0.4226 3.9213
S -2.2004 -0.0659 3.0827
O -3.4435 0.2634 3.7322
N -2.5544 -1.1100 1.9321
S -1.4464 -1.6198 0.9043
O -1.8812 -2.8950 0.3900
O -0.0825 -1.5647 1.3526
C -1.5583 -0.5509 -0.5336
C -1.5546 0.9304 -0.2101
C -0.0943 1.5946 -0.0267
O -1.1993 1.7951 -1.1601
H -1.8302 1.0799 2.4724
H -0.6973 -0.7152 -1.1641
H -2.5087 -0.7186 -1.0388
H -2.3138 1.2977 0.4741
H -0.4968 2.0869 0.9079
H 0.4529 2.4921 -0.2964
F -3.5023 2.7314 1.2747
C -4.8049 2.4076 1.4726
C -5.2038 1.1016 1.2831
C -6.5358 0.7848 1.4948
C -7.4396 1.7659 1.8800
C -7.0087 3.0718 2.0627
C -5.6762 3.4011 1.8636
H -4.4845 0.3465 0.9933
H -6.8653 -0.2366 1.3639
H -8.4783 1.5105 2.0431
H -7.7101 3.8388 2.3636
H -5.3130 4.4095 2.0086
F 0.3189 -1.6890 -2.6338
C 1.4439 -1.5801 -3.3599
C 1.3634 -1.4782 -4.7334
C 2.5420 -1.3683 -5.4592
C 3.7693 -1.3681 -4.8098
C 3.8196 -1.4722 -3.4254
C 2.6495 -1.5756 -2.6904
H 0.3964 -1.4873 -5.2176
H 2.4990 -1.2823 -6.5370
H 4.6844 -1.2839 -5.3810
H 4.7673 -1.4758 -2.9113
H 2.6583 -1.6501 -1.6104
F 6.0496 -0.3260 -1.4450
C 5.8077 -0.5545 -0.1326
C 5.2242 -1.7484 0.2368
C 4.9658 -1.9733 1.5804
C 5.2874 -1.0093 2.5247
C 5.8728 0.1834 2.1255
C 6.1408 0.4187 0.7850
H 4.9706 -2.4820 -0.5172
H 4.5058 -2.9017 1.8881
H 5.0759 -1.1863 3.5699
H 6.1169 0.9393 2.8595
H 6.5963 1.3409 0.4506

Results
multiplicity	1
Kohn-Sham gap	8.7815	eV
charge	-1

***

4.
DFT (ωB97M-V with the def2-TZVPD basis set) results for C21H21IrN4O6SSi as an isolated structure.

Positions of all 55 atoms, in Å:
Ir 0.2292 -0.2425 -0.4233
S 2.9515 -4.1045 -2.6665
C 1.6203 -4.2509 -1.7407
C 0.8048 -3.2094 -1.1678
C 1.1298 -1.9112 -1.0141
C 2.4200 -1.2214 -1.1484
C 4.2115 -0.0042 -0.7692
C 5.4602 0.6174 -0.5345
C 5.5578 1.9728 -0.6188
C 4.4245 2.7635 -0.9468
C 3.2336 2.1654 -1.1927
N 3.1553 0.8100 -1.0995
H 1.2511 -5.2570 -1.5388
H -0.1934 -3.5125 -0.8668
H 6.3137 0.0001 -0.2930
H 6.5064 2.4593 -0.4384
H 4.4979 3.8388 -1.0051
H 2.3147 2.6704 -1.4505
C 4.5219 -2.5404 -0.3694
C 3.7481 -1.3289 -0.7528
N 2.0598 0.0767 -1.3606
H 5.2928 -2.2978 0.3631
H 4.9999 -2.9974 -1.2395
H 3.8643 -3.2914 0.0656
C -0.0682 -0.1372 -3.8525
Si -1.1020 -0.2667 -2.2949
C -2.1752 -1.8008 -2.3722
C -2.2277 1.2327 -2.1375
H -0.7116 -0.1321 -4.7370
H 0.6152 -0.9857 -3.9333
H 0.5296 0.7757 -3.8595
H -2.9648 -1.6479 -3.1139
H -2.6511 -2.0027 -1.4107
H -1.6024 -2.6805 -2.6663
H -2.8326 1.3408 -3.0427
H -1.6649 2.1562 -1.9926
H -2.9093 1.1165 -1.2916
O -0.6203 1.3995 0.8450
C -1.4506 0.5539 1.2565
O -1.4414 -0.6192 0.7616
C -2.4465 0.8915 2.3062
C -2.4657 2.1739 2.8381
C -3.4003 2.4682 3.8110
C -4.3152 1.5435 4.2749
C -4.2625 0.2809 3.7173
C -3.3493 -0.0697 2.7423
N -5.2279 -0.7361 4.1898
O -6.0125 -0.3994 5.0508
O -5.1636 -1.8376 3.6880
N -3.4269 3.8317 4.3853
O -4.2709 4.0666 5.2234
O -2.6177 4.6292 3.9619
H -1.7653 2.9213 2.4963
H -5.0370 1.7953 5.0358
H -3.3373 -1.0670 2.3286

Results
multiplicity	1
Kohn-Sham gap	7.1041	eV

***

5.
DFT (ωB97M-V with the def2-TZVPD basis set) results for one molecule with the formula C21H21N3O3S.

Positions of all 49 atoms, in Å:
C 0.5428 -0.0054 -4.6859
C 1.4511 -0.6834 -4.0120
C 2.7987 -0.1434 -3.6396
N 3.0365 -0.2662 -2.2088
C 2.4885 0.6097 -1.3221
N 2.6151 0.5465 -0.0443
C 3.3550 -0.4693 0.4923
C 3.4983 -0.5547 1.8818
C 4.2497 -1.5683 2.4296
C 4.8722 -2.5157 1.6169
C 4.7378 -2.4468 0.2491
C 3.9791 -1.4257 -0.3263
C 3.8218 -1.3436 -1.7719
O 4.3086 -2.1127 -2.5750
H 5.2071 -3.1657 -0.4053
H 5.4597 -3.3027 2.0647
H 4.3610 -1.6318 3.5022
H 3.0151 0.1861 2.4998
S 1.5719 1.9428 -2.0012
C 1.0388 2.8173 -0.4774
C -0.3164 2.3632 -0.0497
C -1.4560 3.0298 -0.4862
C -2.7081 2.6009 -0.0939
C -2.8495 1.4830 0.7229
C -1.7095 0.8159 1.1612
C -0.4560 1.2546 0.7784
H 0.4292 0.7385 1.1193
H -1.7885 -0.0309 1.8284
C -4.2316 1.0870 1.1283
O -5.1273 1.9004 1.2596
N -4.4206 -0.2422 1.2933
H -3.6457 -0.8822 1.2293
C -5.6558 -0.7938 1.7884
H -6.3966 0.0081 1.7821
H -5.9788 -1.6078 1.1332
C -5.4830 -1.3345 3.2086
O -4.5295 -2.3783 3.1652
H -4.4423 -2.7642 4.0420
H -6.4496 -1.7034 3.5755
H -5.1383 -0.5262 3.8683
H -3.5981 3.1224 -0.4113
H -1.3575 3.8917 -1.1301
H 1.0453 3.8728 -0.7450
H 1.8017 2.5926 0.2656
H 3.5791 -0.7420 -4.1230
H 2.8979 0.9044 -3.9344
H 1.2672 -1.6992 -3.6880
H -0.4084 -0.4355 -4.9471
H 0.7181 1.0077 -5.0074

Results
multiplicity	1
Kohn-Sham gap	8.8999	eV

***

| no. | E (eV) |
| --- | --- |
| 1 | -111869.89999 |
| 2 | -42262.86855 |
| 3 | -63664.27924 |
| 4 | -61909.75606 |
| 5 | -43566.85147 |